1 | ORCA calculation (ωB97M-V/def2-TZVPD) on C3H8N2O as an isolated structure.

Values from the calculation:
Frontier orbital gap   9.6951 eV
E_HOMO   -8.94 eV
LUMO level   0.7508 eV

ORCA input file:
```
! RIJCOSX wB97M-V def2-TZVPD def2/J DEFGRID3
* xyz 0 1
C -1.599 -0.037 1.650
C 0.164 -0.094 -0.073
C 1.444 -0.961 -0.276
H -1.259 1.000 2.078
H -1.791 -0.847 2.379
H -2.608 0.164 0.968
H 1.181 -2.437 -0.539
H 1.959 -0.872 0.982
H 2.052 -0.292 -1.122
H 0.640 0.690 -2.409
H 0.016 2.060 -2.207
N -0.264 0.970 -0.615
N 0.585 1.416 -1.739
O -0.520 -0.759 0.922
*
```


2 | ORCA calculation (ωB97M-V/def2-TZVPD) on a single C3H8N2O molecule.

Values from the calculation:
Frontier orbital gap   9.5591 eV
E_HOMO   -8.41 eV
LUMO level   1.1471 eV

ORCA input file:
```
! RIJCOSX wB97M-V def2-TZVPD def2/J DEFGRID3
* xyz 0 1
C -0.435 -1.220 1.686
N -0.124 1.328 -0.403
N -1.219 -0.245 0.956
C 0.928 0.631 -0.968
C 1.088 0.444 -2.272
O -0.513 1.012 0.880
H -0.920 1.467 -1.019
H -2.077 -0.030 1.450
H 1.667 0.320 -0.241
H -0.115 -0.870 2.680
H -1.051 -2.119 1.798
H 0.448 -1.461 1.099
H 0.348 0.763 -2.985
H 1.975 -0.021 -2.661
*
```


Computed relative energies in units of kJ/mol: 1 104.2; 2 0.0


1 | ORCA calculation (ωB97M-V/def2-TZVPD) on a single C5H8 molecule.

Values from the calculation:
Frontier orbital gap   10.3846 eV
E_HOMO   -9.31 eV
LUMO level   1.0761 eV

ORCA input file:
```
! RIJCOSX wB97M-V def2-TZVPD def2/J DEFGRID3
* xyz 0 1
C 0.143 -2.217 -0.155
C 0.625 -1.005 0.657
C -0.200 0.216 0.472
C -0.589 1.257 -0.008
C -0.665 2.493 -0.811
H -0.690 -2.743 0.323
H 0.954 -2.939 -0.312
H -0.183 -1.861 -1.136
H 1.586 -0.690 0.240
H 0.809 -1.289 1.702
H -0.180 3.341 -0.312
H -0.089 2.292 -1.723
H -1.673 2.803 -1.104
*
```


2 | ORCA calculation (ωB97M-V/def2-TZVPD) on a single C5H8 molecule.

Values from the calculation:
Frontier orbital gap   10.4987 eV
E_HOMO   -9.19 eV
LUMO level   1.3130 eV

ORCA input file:
```
! RIJCOSX wB97M-V def2-TZVPD def2/J DEFGRID3
* xyz 0 1
C 2.103 -0.496 -0.400
C 1.770 0.596 0.244
C 0.689 -0.362 0.223
C -1.795 0.278 0.321
C -0.567 -0.132 -0.580
H 2.800 -1.070 -0.986
H 2.039 1.657 0.397
H 0.455 -1.071 1.249
H -1.527 1.099 1.007
H -2.064 -0.582 1.130
H -2.737 0.362 -0.356
H -0.292 0.718 -1.178
H -0.875 -0.998 -1.073
*
```


Computed relative energies in units of kJ/mol: 1 0.0; 2 166.9


1 | ORCA calculation (ωB97M-V/def2-TZVPD) on a 2-piece molecular cluster, C5H8 overall.

Values from the calculation:
Frontier orbital gap   10.4281 eV
E_HOMO   -9.23 eV
LUMO level   1.2028 eV

ORCA input file:
```
! RIJCOSX wB97M-V def2-TZVPD def2/J DEFGRID3
* xyz 0 1
C 1.184 -0.194 -0.815
C 1.700 0.832 0.175
C 0.284 0.440 0.175
C -0.949 0.414 0.548
C -2.227 0.209 0.746
H -0.894 -1.513 -1.417
H 1.441 -1.239 -0.662
H 1.071 0.098 -1.856
H 1.968 1.814 -0.207
H 2.332 0.477 0.984
H -1.551 -1.376 -1.099
H -2.570 -0.588 1.400
H -2.979 0.774 0.202
*
```


2 | ORCA calculation (ωB97M-V/def2-TZVPD) on a 2-piece molecular cluster, C5H8 overall.

Values from the calculation:
Frontier orbital gap   9.5667 eV
E_HOMO   -8.96 eV
LUMO level   0.6093 eV

ORCA input file:
```
! RIJCOSX wB97M-V def2-TZVPD def2/J DEFGRID3
* xyz 0 1
C 1.437 0.259 0.784
C -0.945 1.933 0.060
C -0.816 0.649 -0.216
C -0.238 -0.511 -0.214
C -0.502 -1.895 -0.747
H 0.729 0.657 1.477
H 2.387 0.045 1.336
H 1.655 0.700 -0.186
H -0.627 2.700 -0.644
H -1.435 2.263 0.975
H -1.481 -2.042 -1.234
H 0.271 -2.158 -1.477
H -0.436 -2.599 0.084
*
```


3 | ORCA calculation (ωB97M-V/def2-TZVPD) on a 2-piece molecular cluster, C5H8 overall.

Values from the calculation:
Frontier orbital gap (spin up / spin down)   7.2788 / 6.8105 eV
E_HOMO (spin up / spin down)   -7.60 / -7.05 eV
LUMO level (spin up / spin down)   -0.3252 / -0.2423 eV

ORCA input file:
```
! RIJCOSX wB97M-V def2-TZVPD def2/J DEFGRID3
* xyz 0 1
C -0.171 0.577 -0.947
C 0.219 1.077 0.462
C 0.891 -1.025 1.116
C -0.270 -1.238 0.631
C -0.597 -0.906 -0.801
H 0.703 0.616 -1.613
H -0.998 1.175 -1.356
H 1.158 1.636 0.305
H -0.964 0.426 1.081
H 0.301 1.218 1.551
H 1.502 -0.988 2.007
H -0.085 -1.564 -1.519
H -1.689 -1.003 -0.918
*
```


4 | ORCA calculation (ωB97M-V/def2-TZVPD) on a single C5H8 molecule.

Values from the calculation:
Frontier orbital gap   10.1310 eV
E_HOMO   -9.11 eV
LUMO level   1.0238 eV

ORCA input file:
```
! RIJCOSX wB97M-V def2-TZVPD def2/J DEFGRID3
* xyz 0 1
C 0.316 1.347 0.148
C -0.789 0.979 1.173
C -0.941 -0.461 0.835
C -0.288 -1.098 0.033
C 0.400 -1.749 -1.063
H 0.996 0.481 0.199
H 0.941 2.215 0.322
H -0.144 1.413 -0.850
H -1.721 1.542 1.044
H -0.462 1.129 2.206
H 0.269 -2.814 -0.909
H -0.052 -1.448 -2.013
H 1.477 -1.535 -1.124
*
```


Computed relative energies in units of kJ/mol: 1 97.1; 2 166.9; 3 681.1; 4 0.0


1 | ORCA calculation (ωB97M-V/def2-TZVPD) on a single C5H8 molecule.

Values from the calculation:
Frontier orbital gap   8.8290 eV
E_HOMO   -8.71 eV
LUMO level   0.1165 eV

ORCA input file:
```
! RIJCOSX wB97M-V def2-TZVPD def2/J DEFGRID3
* xyz 0 1
C -0.532 -0.432 -1.422
C -0.223 -1.044 -0.109
C 0.748 -0.270 0.765
C 0.234 1.186 0.735
C -1.487 -0.210 -0.283
H 0.089 0.352 -1.853
H -1.036 -1.046 -2.167
H -0.351 -2.113 0.046
H 1.790 -0.357 0.421
H 0.725 -0.658 1.789
H 0.321 1.703 1.690
H 0.689 1.786 -0.058
H -0.868 1.179 0.539
*
```


2 | ORCA calculation (ωB97M-V/def2-TZVPD) on a single C5H8 molecule.

Values from the calculation:
Frontier orbital gap   9.3015 eV
E_HOMO   -8.55 eV
LUMO level   0.7473 eV

ORCA input file:
```
! RIJCOSX wB97M-V def2-TZVPD def2/J DEFGRID3
* xyz 0 1
C 0.155 1.415 0.049
C 0.545 -0.229 -0.127
C -0.608 -1.057 -0.054
C 1.813 -0.601 -0.237
C -1.822 -0.529 0.214
H -0.443 -2.128 0.028
H -0.533 1.735 0.827
H -0.180 1.722 -0.939
H 1.102 1.881 0.301
H 2.586 0.086 -0.547
H 2.132 -1.601 0.019
H -2.633 -1.150 0.569
H -2.115 0.456 -0.101
*
```


Computed relative energies in units of kJ/mol: 1 253.8; 2 0.0


1 | ORCA calculation (ωB97M-V/def2-TZVPD) on a single C5H8 molecule.

Values from the calculation:
Frontier orbital gap (spin up / spin down)   7.5902 / 7.6130 eV
E_HOMO (spin up / spin down)   -8.03 / -8.02 eV
LUMO level (spin up / spin down)   -0.4416 / -0.4096 eV

ORCA input file:
```
! RIJCOSX wB97M-V def2-TZVPD def2/J DEFGRID3
* xyz 0 1
C -0.034 0.255 1.361
C 1.402 1.053 -0.821
C 0.601 0.012 -1.402
C -0.524 -0.571 -0.964
C -1.097 -0.275 0.400
H -0.460 0.604 2.307
H 0.716 -0.513 1.578
H 0.476 1.132 0.911
H 2.383 0.622 -0.533
H 1.021 -0.290 -2.371
H -1.021 -1.309 -1.588
H -1.908 0.463 0.307
H -1.557 -1.182 0.814
*
```


2 | ORCA calculation (ωB97M-V/def2-TZVPD) on a single C5H8 molecule.

Values from the calculation:
Frontier orbital gap (spin up / spin down)   7.6122 / 7.6186 eV
E_HOMO (spin up / spin down)   -8.17 / -8.18 eV
LUMO level (spin up / spin down)   -0.5617 / -0.5635 eV

ORCA input file:
```
! RIJCOSX wB97M-V def2-TZVPD def2/J DEFGRID3
* xyz 0 1
C -0.046 2.047 -0.104
C -0.449 0.649 0.219
C -0.408 -1.849 0.173
C 0.197 -0.497 -0.154
C 1.494 -0.288 -0.715
H 0.371 2.535 0.787
H 0.715 2.047 -0.887
H -0.931 2.624 -0.398
H -1.332 0.551 0.859
H -1.100 -1.796 1.021
H 0.372 -2.580 0.409
H -0.971 -2.235 -0.685
H 2.089 -1.208 -0.525
*
```


Computed relative energies in units of kJ/mol: 1 38.9; 2 0.0


1 | ORCA calculation (ωB97M-V/def2-TZVPD) on C4H5NS2 as an isolated structure.

Values from the calculation:
Frontier orbital gap   7.4559 eV
E_HOMO   -8.28 eV
LUMO level   -0.8265 eV

ORCA input file:
```
! RIJCOSX wB97M-V def2-TZVPD def2/J DEFGRID3
* xyz 0 1
C 0.424 -0.122 -0.116
C -0.169 1.178 -0.029
C -1.536 1.105 -0.023
C -0.374 -1.391 -0.080
H 2.191 -0.977 0.811
H 2.338 0.647 -0.060
H 0.410 2.066 0.143
H -0.221 -1.934 -1.017
H -0.097 -1.962 0.852
N 1.806 -0.289 -0.231
S -2.660 2.366 -0.007
S -2.111 -0.688 -0.243
*
```


2 | ORCA calculation (ωB97M-V/def2-TZVPD) on a 2-piece molecular cluster, C4H5NS2 overall.

Values from the calculation:
Frontier orbital gap   8.7339 eV
E_HOMO   -8.19 eV
LUMO level   0.5440 eV

ORCA input file:
```
! RIJCOSX wB97M-V def2-TZVPD def2/J DEFGRID3
* xyz 0 1
C -0.173 -1.929 0.024
C 1.401 0.296 0.104
C 0.733 1.251 0.409
C -0.859 -0.955 -0.482
N 0.199 -2.999 0.401
S -2.966 1.234 0.199
S -2.518 -0.763 -0.016
H 2.031 -0.546 -0.060
H 1.127 -2.967 0.948
H 0.271 2.054 0.904
H -0.477 -0.502 -1.392
H -3.128 1.506 -1.125
*
```


Computed relative energies in units of kJ/mol: 1 0.0; 2 234.5


1 | ORCA calculation (ωB97M-V/def2-TZVPD) on a single C4H5NS2 molecule.

Values from the calculation:
Frontier orbital gap   8.3911 eV
E_HOMO   -9.37 eV
LUMO level   -0.9838 eV

ORCA input file:
```
! RIJCOSX wB97M-V def2-TZVPD def2/J DEFGRID3
* xyz 0 1
C 1.099 0.132 0.535
C -0.274 -0.056 0.009
C -0.288 0.320 -1.445
C -0.721 -1.458 0.188
H 1.765 -0.547 0.010
H 1.432 1.191 0.362
H 1.192 -0.077 1.639
H -1.009 1.201 2.047
H -0.011 1.340 -1.606
N -0.965 -2.587 0.368
S -1.554 1.030 0.720
S -0.666 -0.489 -2.828
*
```


2 | ORCA calculation (ωB97M-V/def2-TZVPD) on a 2-piece molecular cluster, C4H5NS2 overall.

Values from the calculation:
Frontier orbital gap (spin up / spin down)   5.2098 / 5.2114 eV
E_HOMO (spin up / spin down)   -8.06 / -8.06 eV
LUMO level (spin up / spin down)   -2.8510 / -2.8504 eV

ORCA input file:
```
! RIJCOSX wB97M-V def2-TZVPD def2/J DEFGRID3
* xyz 0 1
C -0.709 1.567 0.102
C -0.631 0.233 -0.192
C 1.511 -0.276 -0.992
C 0.374 -0.795 -0.181
N -0.973 2.678 0.228
S -1.574 -0.485 2.801
S -1.176 -0.862 -1.321
H 2.261 0.399 -0.337
H 1.153 0.450 -1.685
H 2.062 -1.150 -1.277
H 0.519 -1.517 0.557
H -2.818 -0.240 2.298
*
```


Computed relative energies in units of kJ/mol: 1 0.0; 2 340.0


1 | ORCA calculation (ωB97M-V/def2-TZVPD) on a single C2H4N4O2 molecule.

Values from the calculation:
Frontier orbital gap   8.4203 eV
E_HOMO   -8.05 eV
LUMO level   0.3733 eV

ORCA input file:
```
! RIJCOSX wB97M-V def2-TZVPD def2/J DEFGRID3
* xyz 0 1
C -0.367 0.093 -0.279
C -0.108 -1.346 -0.102
H -3.309 0.552 0.222
H -0.954 -2.001 -0.032
H 2.755 -0.385 -0.297
H 0.879 1.998 0.937
N -1.493 0.762 -0.243
N 1.189 -1.563 -0.002
N 1.756 -0.381 0.101
N 0.900 0.601 -0.408
O -2.519 -0.115 0.081
O 1.273 1.787 0.024
*
```


2 | ORCA calculation (ωB97M-V/def2-TZVPD) on a 2-piece molecular cluster, C2H4N4O2 overall.

Values from the calculation:
Frontier orbital gap   8.0961 eV
E_HOMO   -9.61 eV
LUMO level   -1.5184 eV

ORCA input file:
```
! RIJCOSX wB97M-V def2-TZVPD def2/J DEFGRID3
* xyz 0 1
C -0.062 0.614 0.294
C 1.047 -0.097 -0.185
H -1.760 -1.335 -0.230
H -1.463 -1.035 -1.898
H -1.851 1.411 -0.315
H 2.360 -1.090 1.111
N -1.829 -0.586 -0.940
N -1.216 0.772 -0.664
N 0.178 1.249 1.366
N 2.164 0.391 0.540
O 1.507 0.857 1.843
O 0.925 -1.151 -0.921
*
```


3 | ORCA calculation (ωB97M-V/def2-TZVPD) on a single C2H4N4O2 molecule.

Values from the calculation:
Frontier orbital gap   9.4110 eV
E_HOMO   -8.89 eV
LUMO level   0.5207 eV

ORCA input file:
```
! RIJCOSX wB97M-V def2-TZVPD def2/J DEFGRID3
* xyz 0 1
C -1.141 0.502 0.563
C -0.251 -0.472 0.402
H 2.498 0.107 -0.401
H 1.951 -0.600 -1.680
H -2.571 1.442 1.255
H 0.385 -2.185 0.109
N 1.759 -0.463 -0.699
N 0.596 0.134 -0.442
N 0.127 1.275 -0.975
N -0.962 1.473 -0.302
O -2.269 0.558 1.398
O -0.121 -1.772 0.771
*
```


Computed relative energies in units of kJ/mol: 1 283.4; 2 543.7; 3 0.0